{"formula": "CH8N2O2", "method": "ωB97M-V/def2-TZVPD", "spin_multiplicity": 1, "homo_energy_ev": -7.83, "orbital_gap_ev": 8.62, "symbols": ["C", "N", "H", "H", "H", "H", "H", "N", "O", "O", "H", "H", "H"], "positions_angstrom": [[-0.207, -0.881, 1.238], [0.407, -0.407, -0.012], [1.434, -0.439, 0.049], [0.440, -2.013, -1.373], [0.055, -1.929, 1.424], [-1.293, -0.747, 1.140], [0.161, -0.290, 2.088], [0.043, 1.242, -0.011], [0.983, 1.869, -0.803], [-1.170, 1.268, -0.702], [-1.691, 1.963, -0.253], [0.846, 1.553, -1.724], [-0.008, -1.189, -1.060]], "mulliken_charge": [-0.78, -0.42, 0.33, 0.43, 0.34, 0.29, 0.32, 0.01, -0.36, -0.45, 0.38, 0.34, -0.43]}


{"formula": "CH8N2O2", "method": "ωB97M-V/def2-TZVPD", "spin_multiplicity": 1, "homo_energy_ev": -9.33, "smiles": "[H]/N=C\\N.O.O", "orbital_gap_ev": 10.20, "symbols": ["H", "N", "C", "N", "H", "H", "H", "O", "H", "H", "O", "H", "H"], "positions_angstrom": [[-1.396, -0.950, -1.309], [-1.091, 0.006, -1.245], [-1.307, 0.381, -0.038], [-1.147, -0.300, 1.208], [-1.895, 1.356, 0.208], [-0.290, -0.739, 1.643], [-1.881, -0.246, 1.934], [1.651, -0.447, 1.080], [1.542, 0.292, 0.422], [1.684, -1.276, 0.657], [1.511, 0.922, -1.336], [2.055, 0.153, -1.584], [0.563, 0.849, -1.640]], "mulliken_charge": [0.20, -0.66, 0.21, -0.39, 0.23, 0.24, 0.22, -0.71, 0.41, 0.30, -0.78, 0.32, 0.39]}


{"formula": "CH8N2O2", "method": "ωB97M-V/def2-TZVPD", "spin_multiplicity": 2, "charge": 1, "s_squared": 0.79, "homo_energy_ev": [-15.07, -15.06], "orbital_gap_ev": [9.97, 5.47], "symbols": ["N", "C", "N", "H", "H", "H", "H", "H", "H", "O", "H", "H", "O"], "positions_angstrom": [[-1.657, -1.022, 0.539], [-1.523, -0.711, -0.751], [-0.558, 0.067, -1.182], [-0.957, -0.513, 1.102], [-1.883, -1.957, 0.880], [-2.202, -1.337, -1.340], [-0.560, 0.141, -2.203], [1.299, -0.137, 0.584], [1.733, -0.292, 2.020], [1.443, -0.812, 1.255], [1.210, 2.931, -0.399], [1.112, 1.496, -0.626], [1.656, 2.106, -0.136]], "lowdin_spin": [0.42, 0.03, 0.53, 0.00, 0.01, -0.01, 0.01, 0.00, 0.00, 0.01, 0.00, 0.00, 0.00]}


no.,largest force on an atom (eV/A),energy (a.u.)
1,5.1,-302.63268
2,3.2,-302.83196
3,3.1,-302.53118